A molecular structure, C28H26AgN3O4S2. Source: OMol25; level of theory: the ωB97M-V functional and the def2-TZVPD basis.

Output
HOMO level: -7.73 eV
Charge: 0

Each line ends with the Löwdin charge.
Geometry (Å):
Ag 0.591 1.114 1.170  0.747
O 3.093 1.459 4.540  0.066
C 2.737 1.377 3.378  -0.462
N 1.876 2.175 2.702  0.043
C 1.691 3.463 3.036  -0.472
O 2.393 4.179 3.735  0.052
C 0.454 4.112 2.406  -0.181
C 0.058 5.352 2.896  -0.003
C -1.061 5.959 2.360  -0.060
C -1.749 5.316 1.341  -0.066
C -1.281 4.089 0.910  -0.142
N -0.206 3.494 1.424  0.068
C 3.326 0.227 2.548  -0.194
C 4.122 -0.708 3.202  -0.002
C 4.683 -1.736 2.469  -0.061
C 4.445 -1.794 1.103  -0.071
C 3.641 -0.819 0.539  -0.162
N 3.084 0.166 1.239  0.077
H 0.646 5.798 3.684  0.116
H -1.394 6.921 2.730  0.106
H -2.629 5.750 0.887  0.100
H -1.790 3.555 0.116  0.085
H 4.274 -0.594 4.265  0.115
H 5.307 -2.478 2.951  0.105
H 4.874 -2.570 0.482  0.101
H 3.433 -0.828 -0.525  0.097
O -1.868 0.708 1.086  -0.571
S -3.218 0.471 0.493  0.986
C -3.278 -1.302 0.129  -0.316
C -2.195 -1.768 -0.836  -0.237
C -1.830 -3.244 -0.671  -0.215
C -0.996 -3.577 0.560  -0.318
S 0.625 -2.782 0.730  0.989
O 0.363 -1.318 0.871  -0.583
C 1.221 -3.050 -0.930  -0.406
C 1.695 -4.303 -1.295  -0.083
C 2.151 -4.502 -2.588  -0.073
C 2.147 -3.449 -3.496  -0.075
C 1.692 -2.197 -3.112  -0.062
C 1.226 -1.989 -1.819  -0.088
C -3.162 1.056 -1.195  -0.402
C -4.316 1.055 -1.966  -0.085
C -4.247 1.485 -3.282  -0.074
C -3.039 1.928 -3.808  -0.076
C -1.899 1.948 -3.018  -0.061
C -1.956 1.509 -1.701  -0.094
H -4.287 -1.519 -0.229  0.096
H -3.176 -1.748 1.121  0.090
H -1.308 -1.155 -0.682  0.070
H -2.533 -1.601 -1.860  0.122
H -1.294 -3.578 -1.562  0.108
H -2.738 -3.854 -0.624  0.121
H -0.799 -4.649 0.629  0.092
H -1.487 -3.283 1.492  0.090
H 1.715 -5.115 -0.577  0.113
H 2.518 -5.475 -2.885  0.107
H 2.511 -3.606 -4.503  0.106
H 1.704 -1.376 -3.816  0.109
H 0.877 -1.020 -1.487  0.103
H -5.261 0.730 -1.546  0.112
H -5.139 1.487 -3.894  0.106
H -2.992 2.270 -4.833  0.105
H -0.964 2.312 -3.423  0.110
H -1.082 1.520 -1.060  0.084

***

4 unconnected molecules or ions with the total composition C3H11O4S at a distorted geometry. Source: OMol25; level of theory: the ωB97M-V functional and the def2-TZVPD basis.

Output
HOMO level: -3.35 eV
Charge: -1

Each line ends with the Löwdin charge.
Geometry (Å):
O -1.896 1.121 2.161  -0.042
C -1.209 0.376 1.452  -0.307
C -2.024 -0.706 0.766  -0.263
C -1.431 -1.322 -0.552  -0.727
S 0.081 -0.483 -0.986  0.294
H -0.158 0.463 1.234  0.020
H -2.326 -1.434 1.505  0.091
H -2.996 -0.299 0.401  0.106
H -1.115 -2.391 -0.623  0.028
H -2.243 -1.004 -1.280  0.046
H 0.212 3.197 -2.349  0.054
H -0.994 3.411 -1.282  0.029
O -0.643 3.662 -2.151  -0.109
H 4.158 1.029 0.792  -0.041
H 2.840 0.787 0.754  -0.027
O 3.408 1.469 0.905  0.039
H 1.889 -3.195 -0.787  0.100
H 1.972 -1.954 0.062  -0.129
O 2.474 -2.727 -0.022  -0.162

***

A molecular structure, C3H3CrO at a distorted geometry. Source: OMol25; level of theory: the ωB97M-V functional and the def2-TZVPD basis.

Output
HOMO level (alpha / beta): -26.73 / -26.92 eV
2S+1: 5
Charge: +3

Each line ends with the Löwdin charge.
Geometry (Å):
C -3.682 -1.958 -0.046  0.095
C -4.715 -1.204 0.500  0.065
H -4.517 -0.740 1.486  0.194
H -5.775 -1.441 0.334  0.183
Cr -3.418 -3.807 -0.866  1.555
C -4.445 0.536 -0.488  0.409
O -3.456 0.470 -1.159  0.198
H -3.015 -0.778 -0.969  0.301

***

C3H9N in the gas phase at a distorted geometry. Source: OMol25; level of theory: the ωB97M-V functional and the def2-TZVPD basis.

Output
SMILES: CCCN
HOMO level: -9.22 eV
Charge: 0

Each line ends with the Löwdin charge.
Geometry (Å):
C -1.185 1.198 0.881  -0.121
C 0.115 0.785 0.119  -0.234
C -0.086 -0.647 -0.406  -0.312
N 1.147 -1.402 -0.711  -0.029
H -1.158 0.873 1.932  0.069
H -2.062 0.624 0.581  0.066
H -1.238 2.262 0.887  0.051
H 0.124 1.466 -0.719  0.096
H 0.913 0.731 0.849  0.098
H -0.543 -0.611 -1.382  0.101
H -0.717 -1.260 0.231  0.103
H 1.795 -1.479 0.068  0.055
H 1.657 -0.853 -1.398  0.058

***

2 unconnected molecules or ions with the total composition C2H2N2O2S at a distorted geometry. Source: OMol25; level of theory: the ωB97M-V functional and the def2-TZVPD basis.

Output
HOMO level (alpha / beta): -9.41 / -9.41 eV
Charge: 0

Each line ends with the Löwdin charge.
Geometry (Å):
C 0.743 -0.600 -0.659  -0.439
C -1.600 0.684 0.010  -0.158
N 1.103 -1.610 -0.016  -0.184
N 1.176 -2.580 0.573  0.244
O 2.133 0.986 0.610  -0.496
O -0.831 1.046 0.844  -0.070
S 1.215 0.948 -0.525  0.966
H -2.420 0.106 0.175  0.063
H -1.520 1.020 -1.013  0.074

***

A molecular structure, H30O15Xe at a distorted geometry. Source: OMol25; level of theory: the ωB97M-V functional and the def2-TZVPD basis.

Output
HOMO level: -9.67 eV
Charge: 0

Each line ends with the Löwdin charge.
Geometry (Å):
Xe 0.118 0.068 -0.048  0.594
O -3.053 0.758 1.299  -0.085
H -2.293 0.997 1.830  -0.042
H -3.759 0.633 1.934  0.044
O -1.436 -3.782 -0.080  -0.050
H -1.757 -4.680 -0.161  0.083
H -1.723 -3.351 -0.884  0.016
O 1.233 -4.096 0.244  -0.083
H 1.421 -3.390 0.862  -0.030
H 0.281 -4.078 0.141  -0.038
O 3.720 -0.283 -1.232  -0.084
H 4.114 -0.613 -2.040  0.035
H 3.002 0.277 -1.526  -0.046
O 0.476 -1.060 -4.037  -0.072
H 0.238 -1.964 -4.242  0.028
H -0.278 -0.716 -3.560  -0.045
O -0.753 2.714 -2.133  -0.072
H -0.349 2.824 -1.273  -0.034
H -0.230 3.264 -2.717  0.049
O 2.279 0.502 2.890  -0.059
H 3.035 0.337 2.327  0.076
H 2.638 0.514 3.777  0.080
O 2.479 2.289 -2.171  -0.043
H 1.889 2.794 -2.730  0.029
H 2.643 2.858 -1.419  0.039
O -2.601 -2.239 -2.027  -0.040
H -3.549 -2.312 -2.136  0.062
H -2.398 -1.339 -2.280  -0.002
O 1.767 3.405 2.559  -0.042
H 1.846 2.453 2.629  -0.020
H 2.121 3.612 1.695  0.030
O -0.811 1.666 2.885  -0.070
H -1.127 1.729 3.786  0.076
H 0.025 1.206 2.956  0.004
O -1.633 0.290 -2.941  -0.107
H -1.272 1.134 -2.670  -0.023
H -2.173 0.494 -3.705  0.075
O -0.532 3.470 0.523  -0.072
H 0.294 3.896 0.751  0.023
H -0.741 2.930 1.285  -0.009
O 1.529 -2.288 2.500  -0.063
H 2.142 -2.800 3.029  0.052
H 1.789 -1.378 2.646  -0.026
O -3.170 -2.340 1.386  -0.078
H -2.523 -2.932 1.003  -0.034
H -2.914 -1.471 1.077  -0.024

***

A molecular structure, ClZn at a distorted geometry. Source: OMol25; level of theory: the ωB97M-V functional and the def2-TZVPD basis.

Output
HOMO level: -16.95 eV
Charge: +1

Each line ends with the Löwdin charge.
Geometry (Å):
Zn -0.943 0.222 -0.515  0.977
Cl 0.943 -0.222 0.515  0.023

***

9 unconnected molecules or ions with the total composition C2H21NO8 at a distorted geometry. Source: OMol25; level of theory: the ωB97M-V functional and the def2-TZVPD basis.

Output
SMILES: C=NC.O.O.O.O.O.O.O.O
HOMO level: -9.38 eV
Charge: 0

Each line ends with the Löwdin charge.
Geometry (Å):
C 2.799 1.444 1.095  -0.103
N 1.945 1.804 0.250  -0.078
C 0.578 1.670 0.561  -0.184
H 3.870 1.614 1.009  0.059
H 2.611 0.925 2.047  0.073
H -0.048 1.016 -0.085  0.088
H 0.062 2.502 0.037  0.082
H 0.291 1.525 1.602  0.047
O -1.441 -1.214 1.668  -0.067
H -2.182 -1.213 1.038  0.033
H -1.553 -2.144 1.915  0.059
O 1.193 -0.553 -3.652  -0.047
H 1.910 -0.251 -3.137  0.006
H 0.616 0.154 -3.998  0.022
O -1.605 1.117 -3.710  -0.048
H -1.317 1.091 -4.641  0.051
H -1.426 1.936 -3.275  0.026
O -0.771 0.667 3.408  -0.091
H 0.079 0.374 3.760  0.041
H -1.150 -0.159 3.045  0.001
O -3.095 -2.701 0.110  -0.041
H -3.508 -1.998 -0.392  0.054
H -2.481 -3.141 -0.458  0.002
O -0.905 -2.798 -1.682  -0.046
H -0.028 -3.223 -1.744  0.068
H -0.660 -1.882 -1.633  0.027
O 3.788 -1.351 0.860  -0.072
H 4.056 -1.153 -0.047  0.037
H 4.642 -1.384 1.332  0.051
O -2.271 2.341 1.218  -0.061
H -1.496 1.965 1.656  -0.024
H -2.504 3.023 1.841  0.034

***

2 unconnected molecules or ions with the total composition C6H14O at a distorted geometry. Source: OMol25; level of theory: the ωB97M-V functional and the def2-TZVPD basis.

Output
SMILES: C/C=C/CCC.O
HOMO level: -8.88 eV
Charge: 0

Each line ends with the Löwdin charge.
Geometry (Å):
C -2.956 1.431 -2.766  -0.080
C -2.522 0.340 -1.676  -0.134
C -1.331 -0.286 -1.323  -0.136
C -0.904 -1.491 -0.380  -0.205
C -0.316 -0.922 0.934  -0.239
C 0.809 0.189 0.677  -0.099
H -2.591 2.400 -2.536  0.044
H -2.576 1.060 -3.786  0.096
H -3.971 1.522 -2.839  0.014
H -3.327 0.177 -1.015  0.058
H -0.334 0.262 -1.752  0.131
H -0.122 -2.114 -0.933  0.120
H -1.830 -2.107 -0.073  0.120
H 0.125 -1.667 1.470  0.052
H -1.111 -0.490 1.532  0.099
H 0.374 1.023 0.085  0.059
H 1.263 0.557 1.651  0.083
H 1.671 -0.066 0.205  0.017
O 5.638 0.329 3.416  -0.068
H 5.623 1.249 3.815  0.069
H 5.030 -0.004 4.047  -0.001

***

Values for relative energy (zero: lowest compared OMol25 entry of this formula, charge and spin), kJ/mol, ordered as above
36.9 211.0 60.9 61.0 482.8 56.5 13.3 180.7 283.9